# 1
The following is a quantum chemistry calculation of the molecule C12H16S at a distorted geometry, from the OMol25 dataset.

As for the LUMO energy: 0.949 eV. The energy relative to the best compared isomer or geometry (same formula, charge and spin) comes out at 0.0 kcal/mol. Its structure (SMILES) is C[C@@H]1[C@@H](C)CS[C@H]1c1ccccc1. For the HOMO-LUMO gap, the calculation gives 0.3369 Eh.

```
29
Properties=species:S:1:pos:R:3:forces:R:3:nbo_charge:R:1
C 1.733 0.572 0.664 -0.7 2.3 1.1 -0.596
C 0.836 -0.578 0.452 1.5 1.4 -3.5 -0.252
C 1.485 -1.916 0.252 -2.6 -2.4 -2.4 -0.224
C 2.118 -2.565 1.418 2.1 -2.5 0.3 -0.631
C 0.184 -2.785 -0.154 0.4 1.7 0.5 -0.511
S -0.665 -1.875 -1.465 0.8 1.2 -0.2 0.104
C 0.168 -0.169 -0.907 -4.1 -2.5 0.9 -0.216
C -0.942 0.933 -0.874 0.4 -2.0 1.5 -0.076
C -0.600 2.180 -1.253 1.5 2.5 -1.0 -0.201
C -1.454 3.273 -1.034 -0.5 0.2 -0.9 -0.217
C -2.706 3.070 -0.439 0.6 0.6 -0.5 -0.203
C -3.071 1.811 0.014 1.2 0.6 -1.1 -0.224
C -2.196 0.772 -0.242 -0.2 -2.3 1.6 -0.182
H 2.275 0.870 -0.184 1.2 -0.2 -1.2 0.202
H 2.379 0.411 1.498 0.6 0.3 0.7 0.207
H 1.080 1.495 0.784 0.8 -1.0 0.6 0.218
H 0.223 -0.563 1.282 -2.0 -0.5 1.5 0.216
H 2.056 -2.010 -0.708 0.1 0.7 1.0 0.218
H 1.549 -3.315 1.965 -1.0 0.7 0.3 0.221
H 2.515 -1.833 2.058 0.5 0.8 1.3 0.211
H 2.980 -3.299 1.236 -0.7 1.4 -0.6 0.222
H 0.452 -3.780 -0.437 0.0 -0.6 -0.2 0.222
H -0.552 -2.733 0.652 0.5 -0.6 0.4 0.201
H 0.860 0.020 -1.679 1.0 0.4 -0.6 0.213
H 0.414 2.394 -1.721 -1.4 -0.4 0.6 0.210
H -1.168 4.237 -1.505 -0.3 -0.6 0.7 0.217
H -3.456 3.851 -0.362 0.4 0.2 0.0 0.211
H -4.031 1.765 0.464 -0.5 -0.8 0.5 0.218
H -2.462 -0.232 0.225 0.5 1.2 -1.0 0.222
```
Positions in Å, forces in eV/Å.

# 2
The following is a quantum chemistry calculation of a structure of composition C12H17AgPS2 at a distorted geometry, from the OMol25 dataset.

As for the charge: -1. As for the LUMO energy: 2.740 eV. For the HOMO-LUMO gap, the calculation gives 0.1668 Eh.

```
33
Properties=species:S:1:pos:R:3:forces:R:3:nbo_charge:R:1
Ag -1.398 0.874 -1.908 0.4 0.0 0.6 0.549
C 0.879 -2.894 -1.061 0.3 1.3 0.6 -0.653
C 0.399 -1.769 -1.940 -3.8 -2.6 -2.8 -0.244
S 1.240 -0.332 -2.296 0.9 1.0 0.6 -0.530
C -0.787 -2.124 -2.678 4.0 1.5 2.3 -0.269
C -1.144 -3.525 -2.931 -2.2 -1.4 -0.8 -0.648
S -1.717 -0.910 -3.421 -1.7 0.6 -1.6 -0.464
H 1.264 -2.340 -0.188 0.6 -0.9 -0.2 0.199
H 1.613 -3.532 -1.565 0.2 0.0 0.4 0.195
H 0.025 -3.469 -0.702 0.1 -0.2 -0.1 0.198
H -0.333 -4.266 -3.005 0.0 0.4 0.2 0.197
H -1.717 -3.585 -3.916 0.8 0.1 1.1 0.216
H -1.900 -3.903 -2.195 0.5 0.0 -0.3 0.191
C 0.969 2.759 -0.745 -0.5 2.8 0.5 -0.936
P -0.619 2.222 0.001 0.8 -0.7 -0.9 0.840
C -1.255 3.817 0.620 1.3 0.6 1.8 -0.950
C 0.007 1.211 1.385 -0.8 -0.2 2.6 -0.353
C 0.497 -0.079 1.066 -0.8 1.5 -0.7 -0.154
C 0.910 -0.942 2.047 0.1 -1.2 1.6 -0.224
C 0.772 -0.623 3.428 -0.1 0.0 -1.4 -0.218
C 0.263 0.627 3.751 -0.2 0.7 0.2 -0.221
C -0.144 1.572 2.775 1.3 -0.7 -1.9 -0.231
H 1.477 3.477 -0.008 -0.5 -1.0 -1.0 0.202
H 0.590 3.372 -1.611 0.8 -0.5 0.6 0.222
H 1.637 1.986 -1.084 -0.1 -0.5 0.0 0.292
H -0.622 4.229 1.482 -0.4 -0.4 -1.3 0.216
H -2.208 3.697 1.105 -0.7 -0.1 -0.3 0.238
H -1.273 4.562 -0.186 -0.1 -0.4 0.2 0.247
H 0.466 -0.255 -0.015 0.5 -0.7 0.4 0.262
H 1.266 -1.967 1.841 -0.2 0.8 -0.3 0.219
H 1.025 -1.382 4.194 -0.1 0.7 -0.5 0.209
H 0.190 0.862 4.807 -0.1 0.2 0.0 0.198
H -0.374 2.631 2.955 -0.3 -0.7 0.6 0.204
```
Positions in Å, forces in eV/Å.

# 3
The following is a quantum chemistry calculation of a structure of composition C12H17Br4IrO9P3 at a distorted geometry, from the OMol25 dataset.

The expectation value of S² is 0.77. As for the LUMO energy (alpha / beta): -0.894 / -3.025 eV. The energy relative to the best compared isomer or geometry (same formula, charge and spin) comes out at 11.2 kcal/mol. The spin multiplicity is 2. For the HOMO-LUMO gap (alpha / beta), the calculation gives 0.2933 / 0.2290 Eh.

```
46
Properties=species:S:1:pos:R:3:forces:R:3:nbo_charge:R:1
Ir 0.019 0.783 -1.343 0.0 2.3 0.7 1.121
O -3.245 -1.291 -2.758 -0.1 0.1 0.1 -0.999
P -2.190 -0.153 -3.131 0.6 -0.3 0.1 2.536
O -2.475 0.537 -4.383 -0.2 0.1 0.1 -1.079
O -1.939 0.624 -1.807 -0.1 -0.8 -0.8 -1.064
O -0.801 -1.045 -3.194 -0.1 -0.2 -0.9 -1.123
P 0.525 -0.460 -3.968 -0.2 0.0 0.1 2.530
O 1.630 -1.380 -3.234 0.0 0.1 0.0 -1.018
O 0.568 -0.635 -5.414 0.0 0.2 0.0 -1.076
O 0.647 0.939 -3.307 0.0 -0.9 0.2 -1.099
H -3.791 -1.493 -3.529 0.0 0.0 0.0 0.518
H 2.255 -1.703 -3.895 -0.1 0.0 0.0 0.517
Br 0.464 5.463 3.712 0.0 0.0 0.0 0.156
C 0.862 4.305 2.297 0.2 0.1 0.0 -0.126
C 2.224 4.188 1.834 -0.2 0.1 0.1 -0.135
Br 3.564 5.206 2.657 0.0 0.0 0.0 0.153
C 2.552 3.338 0.812 -0.1 -0.1 -0.1 -0.177
Br 4.286 3.083 0.160 0.0 0.0 0.0 0.151
C 1.528 2.565 0.200 -0.1 0.1 0.0 0.288
O 1.736 1.719 -0.735 0.7 -0.4 -0.1 -0.552
C 0.177 2.699 0.662 0.2 -0.1 -0.1 0.349
O -0.694 1.948 0.080 -0.5 0.2 0.6 -0.541
C -0.143 3.573 1.721 0.0 -0.1 -0.1 -0.203
Br -1.934 3.608 2.273 0.1 0.0 0.0 0.141
C 0.243 -3.167 -1.005 -0.1 0.0 0.1 -0.618
C 0.770 -2.267 0.112 0.1 0.0 -0.2 -0.753
P -0.090 -0.686 0.336 -0.4 -0.4 0.0 1.346
C -1.843 -1.100 0.579 0.0 0.0 0.1 -0.765
C -2.169 -1.984 1.782 0.0 0.0 0.0 -0.613
C 0.493 -0.032 1.945 0.2 -0.1 0.0 -0.753
C 0.980 -1.066 2.963 0.0 0.0 0.0 -0.608
H 0.875 -4.052 -1.079 0.0 0.0 0.0 0.221
H 0.242 -2.671 -1.967 0.0 0.0 0.0 0.257
H -0.773 -3.501 -0.789 0.0 0.0 0.0 0.206
H 1.832 -2.042 -0.015 0.0 0.0 0.0 0.252
H 0.658 -2.779 1.069 0.1 0.0 0.1 0.237
H -2.183 -1.563 -0.349 0.0 0.0 0.0 0.267
H -2.361 -0.141 0.637 0.0 0.0 0.0 0.267
H -1.604 -2.918 1.778 0.0 0.0 0.0 0.205
H -3.227 -2.246 1.762 0.0 0.0 0.0 0.232
H -1.980 -1.473 2.726 0.0 0.0 0.0 0.207
H -0.337 0.554 2.347 0.0 0.0 0.0 0.247
H 1.311 0.665 1.755 0.0 0.0 0.0 0.241
H 0.218 -1.802 3.212 0.0 0.0 0.0 0.213
H 1.259 -0.554 3.884 0.0 0.0 0.0 0.228
H 1.862 -1.597 2.606 0.0 0.0 0.0 0.215
```
Positions in Å, forces in eV/Å.

# 4
The following is a quantum chemistry calculation of a structure of composition C12H17BrF7N5O2P2S2Sc at a distorted geometry, from the OMol25 dataset.

The expectation value of S² is 0.76. As for the LUMO energy (alpha / beta): -0.461 / -1.403 eV. The energy relative to the best compared isomer or geometry (same formula, charge and spin) comes out at 2.1 kcal/mol. The spin multiplicity is 2. For the HOMO-LUMO gap (alpha / beta), the calculation gives 0.2922 / 0.2679 Eh.

```
49
Properties=species:S:1:pos:R:3:forces:R:3:nbo_charge:R:1
Sc -1.164 -0.896 -0.526 -0.1 1.0 0.4 1.693
S -1.273 -2.344 1.604 0.1 -0.4 0.2 -0.180
C -0.265 -1.575 2.796 0.0 0.1 -0.1 -0.205
C -0.913 -0.519 3.520 0.0 0.3 0.3 0.274
N -1.397 0.409 4.004 0.0 -0.2 -0.1 -0.328
C 1.041 -1.806 3.046 -0.2 -0.1 -0.2 -0.282
S 2.019 -2.884 2.053 -0.1 -0.1 0.0 0.077
C 1.705 -1.189 4.143 0.2 0.2 0.2 0.259
N 2.281 -0.701 5.013 -0.1 0.0 -0.1 -0.306
F -3.310 -1.187 -0.217 -0.2 0.0 0.2 -0.559
P -3.974 -1.882 -1.606 0.2 0.0 -0.1 2.627
F -5.345 -2.118 -0.888 -0.1 0.0 0.0 -0.552
F -4.372 -2.517 -2.987 0.0 0.0 -0.1 -0.555
F -3.376 -3.276 -1.086 0.0 0.0 0.0 -0.562
F -2.376 -1.560 -2.218 0.2 -0.1 -0.2 -0.585
F -4.375 -0.425 -2.088 0.0 -0.1 0.0 -0.556
C -0.137 -3.276 -0.891 -0.1 0.0 -0.2 -0.607
H 0.822 -3.342 -0.407 0.0 -0.1 0.0 0.204
H -0.217 -2.748 -1.836 0.1 -0.2 -0.1 0.194
H -0.886 -4.017 -0.673 0.0 -0.1 0.0 0.221
Br 0.674 2.386 -5.086 0.0 0.0 0.0 0.094
C 1.158 1.162 -3.738 -0.1 -0.1 0.0 -0.118
C 2.481 0.968 -3.389 0.0 0.0 0.0 -0.157
C 2.768 0.061 -2.384 0.0 -0.1 0.0 -0.229
C 1.728 -0.603 -1.765 0.0 0.0 -0.1 0.080
N 0.450 -0.409 -2.110 0.1 0.1 0.2 -0.519
C 0.164 0.463 -3.078 0.0 -0.1 -0.1 0.052
H 3.266 1.518 -3.890 0.0 0.0 0.0 0.238
H 3.785 -0.118 -2.065 0.0 0.0 0.0 0.234
H 1.913 -1.290 -0.948 0.0 0.0 0.0 0.224
H -0.882 0.605 -3.310 0.0 0.0 0.0 0.241
N -1.321 3.223 -0.036 0.1 -0.1 0.0 -0.711
C -1.002 2.553 1.265 0.1 0.0 0.0 -0.606
P 0.559 1.607 0.894 -0.1 0.1 0.3 2.194
O 1.169 2.350 -0.250 0.0 0.1 -0.1 -1.151
O 0.131 0.157 0.697 0.0 -0.2 -0.3 -1.167
C 1.582 1.715 2.388 -0.1 0.0 -0.1 -0.601
N 2.849 1.042 2.121 -0.1 0.0 0.0 -0.845
H -1.744 2.477 -0.640 0.0 0.0 0.0 0.485
H -0.405 3.449 -0.468 0.0 0.0 0.0 0.465
H -1.908 4.042 0.059 -0.1 0.0 0.0 0.417
H -1.824 1.900 1.542 0.0 0.0 0.0 0.260
H -0.858 3.301 2.042 0.1 0.0 0.0 0.237
H 1.057 1.222 3.207 0.0 0.0 0.0 0.245
H 1.661 2.777 2.661 0.1 0.0 -0.1 0.198
H 3.378 1.554 1.426 0.0 0.0 0.0 0.369
H 3.130 -2.141 2.173 0.0 0.0 0.1 0.148
H 3.398 0.981 2.969 0.0 0.0 0.0 0.379
F -1.844 0.900 -1.044 0.1 -0.2 0.2 -0.727
```
Positions in Å, forces in eV/Å.